No. 1
DFT (ωB97M-V/def2-TZVPD) results for 2 unconnected molecules or ions with the total composition C5H8N2O4.

The spin multiplicity is 1. The calculation puts the orbital gap at 0.3987 hartree. As for the SMILES: CC/C(C)=N/[N+](=O)[O-].O=C=O.

Atoms and positions in Å:
C1 0.449 2.800 -1.191
C2 -0.731 -0.348 1.854
C3 -0.255 -0.553 0.413
C4 1.756 -0.742 -1.220
C5 1.164 -0.284 0.230
N1 -1.149 -0.721 -0.463
N2 -2.480 -0.681 -0.251
O1 -0.269 2.925 -0.333
O2 -3.040 0.361 -0.543
O3 -3.063 -1.652 0.117
O4 1.204 2.600 -2.038
H1 0.074 0.080 2.441
H2 -1.008 -1.323 2.304
H3 -1.588 0.408 1.948
H4 1.461 -1.787 -1.376
H5 2.806 -0.776 -1.217
H6 1.488 -0.202 -2.042
H7 1.512 0.774 0.374
H8 1.669 -0.877 0.993

Atomic forces in eV per Å
1.8 -0.8 -2.0
-0.6 0.5 0.4
-3.0 1.9 2.7
-1.0 -2.0 3.6
2.6 -0.7 -3.3
2.4 -0.3 -2.6
-1.3 1.4 0.5
-2.5 0.7 2.9
0.6 0.3 -0.1
-0.1 -1.8 0.6
0.7 0.1 -0.9
0.2 -0.1 0.2
0.0 0.6 -0.2
1.0 -1.3 -0.4
-0.2 0.2 -0.1
1.5 0.2 0.4
-1.2 1.8 -1.9
-1.0 -0.8 0.3
0.2 0.1 0.0

Mulliken analysis output, partial charges in e: 0.72 -1.33 0.85 -1.43 -0.41 -0.39 0.94 -0.32 -0.58 -0.59 -0.38 0.40 0.33 0.35 0.36 0.45 0.36 0.25 0.40

***

No. 2
DFT (ωB97M-V/def2-TZVPD) results for a single C5H8N2O4 molecule.

The expectation value of S² is 2.009. The spin multiplicity is 3. The calculation puts the orbital gap (spin up / spin down) at 0.2133 / 0.2554 hartree.

Atoms and positions in Å:
C1 1.138 1.260 -0.343
C2 2.141 -0.735 0.311
C3 -0.003 -0.011 -0.138
C4 -1.277 1.309 1.380
C5 -1.614 -1.362 -1.426
N1 2.249 0.665 0.241
N2 0.904 -1.143 -0.001
O1 1.045 2.304 -0.869
O2 3.047 -1.452 0.604
O3 -0.485 0.126 1.231
O4 -0.994 -0.091 -1.097
H1 -1.808 1.124 2.255
H2 -1.910 1.528 0.535
H3 -0.736 2.337 1.302
H4 -1.559 -1.576 -2.556
H5 -2.624 -1.139 -1.320
H6 -1.108 -2.213 -0.843
H7 3.093 1.074 0.328
H8 0.501 -2.005 0.406

Atomic forces in eV per Å
-1.2 -8.2 3.9
1.5 1.5 0.3
0.5 -0.5 1.1
1.4 1.7 -1.6
2.6 -0.7 -1.2
-3.1 -3.3 -0.3
-2.7 0.3 -1.2
-1.0 7.2 -3.9
1.4 -1.0 0.7
-0.3 1.3 -2.2
1.2 0.5 0.4
-0.9 0.4 1.5
-0.9 -0.9 -0.4
0.1 -1.9 1.1
0.7 0.4 1.6
-1.9 -0.5 1.0
-1.4 1.2 -0.9
3.2 1.6 0.1
0.9 1.0 -0.3

Mulliken analysis output, partial charges in e: -0.20 0.17 1.14 -0.73 -0.59 0.00 -0.26 -0.37 -0.61 -0.34 -0.34 0.33 0.34 0.22 0.20 0.29 0.27 0.15 0.29

***

No. 3
DFT (ωB97M-V/def2-TZVPD) results for a single C5H8N2O4S molecule.

The spin multiplicity is 1. The calculation puts the orbital gap (spin up / spin down) at 0.3006 / 0.3005 hartree.

Atoms and positions in Å:
C1 -0.356 1.339 1.658
C2 -1.418 1.058 0.875
C3 0.728 0.752 -0.218
C4 -0.739 -0.746 -2.391
C5 -1.406 -0.082 -1.202
N1 0.845 1.316 1.086
N2 -0.776 0.498 -0.253
O1 1.920 -2.538 0.766
O2 2.499 -0.345 1.769
O3 1.396 -0.392 -0.411
O4 0.156 -1.130 1.666
S1 1.501 -1.231 1.147
H1 -0.419 1.619 2.749
H2 -2.422 0.788 0.958
H3 0.993 1.484 -0.999
H4 -1.594 -1.136 -2.932
H5 -0.097 -0.155 -2.865
H6 -0.155 -1.614 -2.070
H7 -2.393 -0.335 -0.862
H8 1.736 0.850 1.527

Atomic forces in eV per Å
-1.1 1.5 3.4
2.5 -0.6 -0.8
-1.2 1.0 -0.6
-3.5 -2.5 3.1
1.6 -1.3 0.4
1.4 0.8 -0.3
-0.7 1.1 -1.6
0.4 0.3 0.0
0.1 -1.2 0.3
0.5 -1.2 0.9
0.7 -0.4 0.1
0.2 -1.0 -0.8
0.1 -0.3 -1.5
-1.2 0.1 0.9
-0.2 -0.3 0.0
0.4 0.2 -0.9
2.3 2.7 -2.4
-0.1 0.1 0.3
-0.8 0.1 -0.8
-1.1 1.2 0.4

Mulliken analysis output, partial charges in e: -0.33 -0.35 -0.16 -1.24 0.36 -0.34 0.22 -0.64 -0.66 -0.44 -0.51 1.21 0.33 0.34 0.36 0.33 0.44 0.31 0.32 0.47

***

No. 4
DFT (ωB97M-V/def2-TZVPD) results for 2 unconnected molecules or ions with the total composition C5H8N2O5P2.

The spin multiplicity is 1. The net charge is -2. The calculation puts the orbital gap (spin up / spin down) at 0.2045 / 0.2045 hartree.

Atoms and positions in Å:
C1 -3.448 -0.012 -0.814
C2 -2.309 -0.748 -0.860
C3 -2.084 0.918 0.493
C4 -0.339 -0.675 0.562
C5 1.716 0.153 -0.430
N1 -3.328 0.987 0.083
N2 -1.451 -0.167 0.032
O1 2.151 -2.351 -0.768
O2 3.167 2.278 -0.652
O3 1.471 0.128 -1.746
O4 2.154 -1.488 1.670
O5 0.872 2.599 0.441
P1 2.787 -1.308 0.095
P2 2.390 1.676 0.473
H1 -4.427 -0.241 -1.295
H2 -2.155 -1.699 -1.391
H3 -1.604 1.608 1.133
H4 -0.023 -1.632 0.356
H5 -0.111 -0.351 1.665
H6 1.510 -0.819 -2.071
H7 2.604 -0.702 2.202
H8 0.457 1.845 0.822

Atomic forces in eV per Å
-2.0 -0.5 -0.4
0.1 -1.4 -0.7
-0.6 -0.1 0.2
5.3 2.4 3.5
-0.9 -1.3 1.2
-0.6 1.3 -0.4
-2.2 0.3 -1.3
-0.6 -1.9 -1.1
1.4 0.8 -0.4
-0.3 -0.1 -0.5
1.5 2.1 1.7
1.6 0.2 0.1
0.4 1.2 0.6
-1.4 0.6 -0.9
1.0 0.3 0.3
0.4 0.7 0.5
0.3 0.4 0.7
0.2 -2.0 -0.6
-0.8 -0.8 -2.2
0.2 0.7 1.0
-1.4 -2.3 -1.6
-1.8 -0.8 0.6

Mulliken analysis output, partial charges in e: -0.33 -0.38 -0.02 -1.20 0.73 -0.80 0.46 -0.62 -0.66 -0.49 -0.48 -0.52 -0.31 -0.16 0.32 0.34 0.37 0.45 0.37 0.36 0.31 0.28

***

No. 5
DFT (ωB97M-V/def2-TZVPD) results for a single C5H8N2OS molecule.

The spin multiplicity is 1. The calculation puts the orbital gap at 0.3147 hartree.

Atoms and positions in Å:
C1 0.094 1.321 0.981
C2 -1.308 1.446 1.325
C3 0.432 0.993 -0.324
C4 1.862 0.669 -0.658
C5 -0.397 -2.218 -0.437
N1 -2.282 0.843 0.729
N2 -0.952 -1.111 0.297
O1 -0.458 0.908 -1.240
S1 -1.766 -0.105 -0.511
H1 0.747 1.422 1.694
H2 -1.642 2.060 2.238
H3 1.759 0.216 -1.733
H4 2.203 -0.115 0.001
H5 2.561 1.504 -0.732
H6 -0.898 -3.147 0.013
H7 -0.564 -2.311 -1.484
H8 0.610 -2.375 -0.159

Atomic forces in eV per Å
-4.1 -0.4 -4.8
0.0 0.9 1.4
2.2 2.1 3.5
-0.9 -0.8 -3.1
-2.0 -2.6 2.0
-0.2 0.6 -0.3
-0.9 -0.5 -0.5
-1.1 -0.1 -1.4
-0.3 -1.0 0.2
3.7 0.6 3.6
0.7 -0.9 -1.3
0.6 0.7 1.9
0.3 -0.1 0.3
-0.2 -0.1 0.3
0.6 0.9 -0.7
0.0 0.4 -1.1
1.3 0.2 -0.1

Mulliken analysis output, partial charges in e: -0.47 -0.05 0.77 -1.22 -0.90 -0.47 -0.26 -0.52 0.35 0.53 0.34 0.30 0.30 0.34 0.29 0.37 0.31

***

No. 6
DFT (ωB97M-V/def2-TZVPD) results for a single C5H8N2S molecule.

The spin multiplicity is 1. The calculation puts the orbital gap at 0.3329 hartree. As for the SMILES: SCNc1cc[nH]c1.

Atoms and positions in Å:
C1 -0.707 1.456 -0.284
C2 -2.095 1.393 -0.022
C3 -1.441 -0.717 -0.180
C4 -0.363 0.077 -0.454
C5 2.054 -0.283 0.020
N1 -2.469 0.153 0.084
N2 0.940 -0.272 -0.924
S1 2.114 -1.588 1.370
H1 -0.240 2.399 -0.528
H2 -2.729 2.261 0.349
H3 -1.498 -1.728 -0.108
H4 2.276 0.694 0.473
H5 3.026 -0.527 -0.616
H6 -3.296 -0.197 0.656
H7 0.983 -1.252 -1.266
H8 3.447 -1.868 1.428

Atomic forces in eV per Å
-2.8 -0.8 -0.5
1.6 4.6 1.4
0.9 2.9 -0.2
1.6 1.1 -0.1
3.0 0.2 -1.3
-3.1 -4.0 1.7
0.9 -2.2 0.7
-0.4 0.0 0.0
0.5 -0.4 0.0
0.7 -1.5 -0.8
-0.4 -2.6 0.1
-0.6 -0.3 -0.1
-2.1 0.6 1.2
1.5 1.0 -1.5
-0.6 0.9 -0.2
-0.5 0.4 -0.4

Mulliken analysis output, partial charges in e: -0.62 -0.42 -1.06 0.66 -0.52 -0.01 -0.35 -0.26 0.38 0.32 0.47 0.37 0.32 0.29 0.31 0.12

***

No. 7
DFT (ωB97M-V/def2-TZVPD) results for a molecular structure, C5H8N2S.

The spin multiplicity is 1. The calculation puts the orbital gap at 0.3190 hartree.

Atoms and positions in Å:
C1 -2.349 1.485 -1.223
C2 -0.227 0.518 -1.317
C3 -1.133 -0.105 1.188
C4 0.055 -0.944 1.903
C5 0.727 -0.664 0.608
H1 -1.953 2.621 -0.675
H2 -3.034 1.420 -2.315
H3 -2.705 0.554 -0.337
H4 0.710 0.207 -1.639
H5 -1.271 1.038 1.618
H6 -2.070 -0.603 0.818
H7 0.428 -0.594 2.847
H8 0.015 -2.000 2.095
N1 -1.077 1.238 -1.940
N2 -0.188 0.160 0.039
S1 2.269 -0.886 0.246

Atomic forces in eV per Å
0.2 0.3 -0.6
-1.2 1.4 1.0
-0.5 2.9 0.6
-2.2 0.5 -1.4
2.6 1.3 0.7
-2.5 -3.1 -1.5
0.9 1.0 4.1
0.9 3.4 -3.1
1.6 -0.2 -1.7
-0.4 -3.3 -0.4
1.0 0.3 1.1
0.5 1.0 0.0
-0.9 -0.7 -0.4
0.7 -2.2 1.3
-1.8 -2.0 1.0
1.2 -0.7 -0.8

Mulliken analysis output, partial charges in e: -0.52 0.22 -0.47 -0.61 0.11 0.24 0.30 0.06 0.37 0.26 0.36 0.27 0.26 -0.49 0.01 -0.37

***

What maximum force values result from the calculations? In sequence: 4.415; 9.202; 5.319; 6.819; 6.308; 5.324; 4.676 eV/A.
What energy above the lowest of the compared OMol25 structures with the same formula, charge and spin values result from the calculations? In sequence: 376.8; 13.5; 89.9; 0.0; 465.8; 169.9; 506.5 kJ/mol.
What electronic energy values result from the calculations? In sequence: -16481.2678; -16478.7798; -27317.3329; -37108.3400; -21173.7887; -19128.6602; -19125.1715 eV.